# C59H136F6N3O2P3

A cluster of 6 separate species, C59H136F6N3O2P3 in total (ωB97M-V/def2-TZVPD, OMol25).

Values from the calculation:
net charge: +5
max |F|: 4.837 eV Å⁻¹
2S+1: 2
highest occupied orbital energy (spin up / spin down): -18.289 / -18.289 eV
energy: -4265.846534 a.u.
frontier orbital gap (spin up / spin down): 8.53 / 1.88 eV

Positions of all 209 atoms, in Å:
P  0.992115  1.588965  -0.217130
F  2.132375  2.075075  -1.281580
F  1.951165  2.311665  0.975080
F  0.064385  2.892985  -0.349880
F  0.020535  0.900385  0.806490
F  0.367385  0.834405  -1.547810
F  2.060605  0.349065  -0.014690
C  0.165855  4.249735  -4.227410
C  1.027315  4.902985  -3.134450
C  0.253945  5.741005  -2.176950
C  1.186145  6.343465  -1.123000
N  0.533275  7.286425  -0.061860
C  -0.328345  6.554095  0.970470
C  0.634815  6.112725  2.027050
C  1.748635  7.143735  2.047760
C  1.654215  7.946575  0.789890
C  -0.340635  8.463525  -0.744590
C  -0.898875  9.603935  0.212330
C  -2.379895  9.852105  0.012350
H  0.903985  3.864245  -4.930730
H  -0.461845  4.862245  -4.874650
H  -0.390785  3.430025  -3.773180
H  1.683165  5.573275  -3.690040
H  1.708335  4.202315  -2.651350
H  -0.563255  5.267095  -1.633170
H  -0.326445  6.487615  -2.718990
H  1.827365  6.979915  -1.732800
H  1.663175  5.522975  -0.586960
H  -1.060495  7.323615  1.215220
H  -0.921065  5.772985  0.494390
H  0.226575  5.889295  3.012710
H  1.131365  5.196005  1.709000
H  1.733885  7.813145  2.907850
H  2.711015  6.656645  2.204790
H  1.446655  8.995315  1.002410
H  2.581735  7.868825  0.222660
H  -1.158035  7.788915  -0.999260
H  0.138115  8.790955  -1.667460
H  -0.380305  10.526765  -0.047600
H  -0.748555  9.512275  1.288010
H  -2.626255  10.759825  0.563230
H  -3.145805  9.189255  0.414970
H  -2.605265  9.923085  -1.051730
C  -0.889825  -1.960785  2.253970
C  -0.089425  -3.243995  2.607680
C  -0.864355  -4.560135  2.861330
C  -1.857185  -4.430795  4.077140
P  -2.541775  -6.022625  4.658030
C  -2.002745  -6.407385  6.395560
C  -0.654485  -7.014905  6.651140
C  -0.273445  -7.373165  8.105800
C  0.152455  -6.088185  8.939240
C  -4.292725  -5.799635  4.656930
C  -4.948345  -5.622085  3.258850
C  -6.406545  -5.463685  3.394070
C  -6.892435  -5.177685  1.997410
C  -1.947755  -7.316935  3.521690
C  -2.627555  -8.645415  3.846310
C  -1.816155  -9.839675  3.297040
C  -1.458415  -10.001235  1.764240
H  -1.574285  -1.726745  3.069350
H  -1.694965  -2.183935  1.553930
H  -0.336915  -1.055335  2.003860
H  0.435835  -3.067805  3.546390
H  0.665245  -3.434485  1.844610
H  -0.108555  -5.332055  3.006240
H  -1.443215  -4.860085  1.987800
H  -2.642425  -3.739265  3.771740
H  -1.431025  -3.933005  4.948170
H  -2.807325  -7.109475  6.614240
H  -2.115785  -5.418945  6.840860
H  0.133775  -6.345765  6.306170
H  -0.478575  -7.882545  6.015250
H  0.583315  -8.046925  8.116410
H  -1.087885  -7.913465  8.588370
H  -0.705795  -5.421785  9.025440
H  0.910145  -5.578365  8.344190
H  0.425115  -6.347175  9.962310
H  -4.543745  -4.882475  5.189760
H  -4.823445  -6.550325  5.242510
H  -4.760425  -6.461945  2.589960
H  -4.637505  -4.745915  2.689800
H  -6.779675  -4.672575  4.044470
H  -6.845735  -6.390305  3.763650
H  -6.686735  -4.143735  1.720400
H  -7.972295  -5.239165  1.862420
H  -6.498855  -5.965205  1.354760
H  -0.859045  -7.304555  3.573200
H  -2.282075  -7.161865  2.495880
H  -3.530615  -8.699595  3.238330
H  -2.816145  -8.722155  4.917120
H  -2.286185  -10.710795  3.753460
H  -0.806185  -9.803255  3.705390
H  -1.008965  -9.107315  1.331800
H  -2.257065  -10.331785  1.100150
H  -0.756575  -10.804025  1.538300
C  6.747565  -3.767455  0.244760
C  5.341045  -3.168525  0.425960
C  4.622425  -3.004085  -0.900320
C  3.089735  -2.614215  -0.772950
P  2.220355  -2.453955  -2.385540
C  2.355515  -3.867615  -3.479050
C  1.290365  -4.116415  -4.594740
C  1.297005  -5.468055  -5.295890
C  0.169875  -5.684065  -6.172290
C  0.418665  -2.310105  -1.982000
C  -0.114605  -3.518885  -1.300350
C  -1.577165  -3.707195  -1.499030
C  -2.060845  -4.999435  -0.963770
C  2.705885  -0.828705  -3.200930
C  2.046115  -0.583275  -4.608590
C  2.345615  0.801295  -5.152140
C  1.662165  1.236015  -6.478490
H  7.183955  -3.885125  1.236640
H  7.389695  -2.966515  -0.121650
H  6.925325  -4.728905  -0.237030
H  5.310215  -2.179265  0.882610
H  4.836365  -3.703155  1.230680
H  4.597825  -3.963635  -1.416820
H  5.164255  -2.351335  -1.584740
H  2.835225  -1.680335  -0.271760
H  2.668545  -3.395005  -0.139650
H  2.349115  -4.773505  -2.872890
H  3.385595  -3.911195  -3.832800
H  1.393865  -3.395025  -5.405280
H  0.289165  -3.899505  -4.222400
H  1.251325  -6.233425  -4.521150
H  2.274345  -5.825645  -5.619980
H  -0.001565  -6.733115  -6.413590
H  0.239885  -5.143075  -7.115960
H  -0.742725  -5.371855  -5.664570
H  -0.179295  -2.029565  -2.849080
H  0.557015  -1.448995  -1.328200
H  0.018155  -3.377545  -0.227730
H  0.334335  -4.443615  -1.662880
H  -1.909735  -3.660345  -2.535990
H  -2.005015  -2.776535  -1.126340
H  -1.574515  -5.372925  -0.062610
H  -2.130995  -5.701755  -1.794390
H  -3.103105  -4.995885  -0.644730
H  3.756095  -1.037645  -3.404680
H  2.534385  0.044845  -2.571960
H  0.962875  -0.574385  -4.487660
H  2.394435  -1.266725  -5.382980
H  3.422905  0.814355  -5.317610
H  2.220845  1.514945  -4.337750
H  2.204395  0.654745  -7.224290
H  1.823885  2.309055  -6.581070
H  0.596195  1.011255  -6.514320
C  4.824595  4.384735  1.747360
C  6.074015  4.283595  0.846120
N  5.997845  3.758725  -0.607660
C  7.409405  3.817305  -1.271380
C  5.508785  2.307695  -0.604190
C  5.238615  1.522605  -1.957690
C  4.887705  4.487545  -1.529370
C  4.926305  5.977305  -1.384310
O  6.205975  6.594225  -1.304240
C  6.845915  6.883655  -2.629300
H  4.010935  4.932005  1.271400
H  5.125655  4.906185  2.655960
H  4.477185  3.377245  1.976200
H  6.842745  3.641135  1.275530
H  6.406345  5.320945  0.806800
H  7.933195  3.045675  -0.707180
H  7.745935  4.848885  -1.167950
H  7.353635  3.495195  -2.311200
H  4.608575  2.426025  -0.001100
H  6.257865  1.725285  -0.067750
H  6.183665  1.338955  -2.468810
H  4.414275  1.919015  -2.550500
H  4.973685  0.500065  -1.688750
H  3.875995  4.143705  -1.314120
H  5.192805  4.244075  -2.547080
H  4.437315  6.354185  -0.486000
H  4.340525  6.489785  -2.147410
H  7.248895  5.948575  -3.018310
H  7.676495  7.576175  -2.492750
H  6.106665  7.332765  -3.292550
C  -3.219605  1.448295  0.656320
C  -3.815965  2.917535  0.581870
N  -5.012585  3.072295  -0.417860
C  -5.466795  4.580535  -0.157160
C  -4.675475  2.933755  -1.896610
C  -3.242795  3.405215  -2.186810
C  -6.125125  1.993625  -0.024000
C  -7.362405  2.149415  -0.819120
O  -8.172095  3.317825  -0.530050
C  -9.310305  3.546015  -1.410210
H  -3.869585  0.614435  0.921440
H  -2.492455  1.395045  1.466570
H  -2.687755  1.188265  -0.258900
H  -3.040115  3.606425  0.247840
H  -4.170115  3.238855  1.561380
H  -5.821375  4.626565  0.872530
H  -6.376815  4.670655  -0.750320
H  -4.726865  5.368535  -0.297440
H  -5.371465  3.479325  -2.533830
H  -4.681915  1.848885  -2.002020
H  -3.231795  3.506065  -3.272080
H  -2.548765  2.632875  -1.855290
H  -2.922215  4.313905  -1.677280
H  -6.319115  2.130185  1.039870
H  -5.631695  1.038215  -0.202410
H  -8.058125  1.341345  -0.593060
H  -7.153255  2.220365  -1.886510
H  -9.395155  4.632095  -1.446820
H  -10.213655  3.092025  -1.002840
H  -9.226105  3.352175  -2.479530

Forces on atoms 1 to 6 (eV/Å):
P 4.71 -1.03 -0.35
F -0.25 2.00 -0.49
F -1.90 0.33 -0.61
F 0.11 -0.25 -0.25
F -0.79 0.22 0.11
F -1.13 0.43 1.27



# C5H7FN2

An isolated molecule of C5H7FN2 (ωB97M-V/def2-TZVPD, OMol25).

Values from the calculation:
max |F|: 1.368 eV Å⁻¹
highest occupied orbital energy: -8.384 eV
energy: -404.082384 a.u.
frontier orbital gap: 9.14 eV
SMILES: [H]/N=C1/CC(CF)=CN1
relative energy (zero: lowest compared OMol25 entry of this formula, charge and spin): 0.666 eV

Positions of all 15 atoms, in Å:
C  -1.063864  -1.862405  0.636915
C  -0.292976  -0.705197  0.123963
C  0.498215  -0.675837  -0.942936
C  0.621077  1.479866  -0.149926
C  -0.289836  0.671286  0.760998
H  -0.777094  -2.106704  1.672806
H  -0.891132  -2.722997  0.044601
H  0.742273  -1.469156  -1.623063
H  1.571940  0.856812  -1.932565
H  1.522614  3.056251  -0.707833
H  -1.282318  1.105491  0.805061
H  0.100455  0.644310  1.775644
N  1.097203  0.579207  -1.105301
N  0.872198  2.723621  -0.012800
F  -2.428754  -1.574548  0.654438

Forces on atoms 1 to 6 (eV/Å):
C 0.39 0.87 0.98
C -0.26 0.18 0.20
C 0.10 0.27 0.07
C 0.10 0.47 0.12
C 0.14 -0.38 -0.31
H -0.16 0.13 -0.20



# C4H6N2O2

An isolated molecule of C4H6N2O2 (ωB97M-V/def2-TZVPD, OMol25).

Values from the calculation:
max |F|: 1.860 eV Å⁻¹
highest occupied orbital energy: -7.545 eV
energy: -415.889913 a.u.
frontier orbital gap: 7.84 eV
SMILES: C/C(O)=C(/N)OC#N
relative energy (zero: lowest compared OMol25 entry of this formula, charge and spin): 4.101 eV

Positions of all 14 atoms, in Å:
C  0.170864  0.394971  0.218301
C  -0.370696  1.304129  -0.861022
C  0.213051  -0.993461  0.037999
N  1.242392  -1.834392  0.150923
O  1.281179  0.900256  0.900566
C  -1.731181  -0.424287  0.676012
O  -1.030938  -1.505824  0.047097
N  -2.779891  -0.061901  1.041778
H  1.285844  1.860544  0.831298
H  1.084841  -2.828808  0.218108
H  2.169585  -1.437090  0.112432
H  -0.880498  2.153593  -0.400157
H  -1.101512  0.795020  -1.486683
H  0.446961  1.677249  -1.486651

Forces on atoms 1 to 6 (eV/Å):
C 0.74 -0.29 -0.30
C -0.28 -0.04 0.40
C 0.42 1.08 0.97
N -0.38 0.22 -0.23
O 0.13 0.00 -0.14
C -0.18 -1.60 -0.92



Q: The lowest max |F| belongs to which entry?
A: C5H7FN2